[1]
This record from the OMol25 dataset describes the molecule C4H7BrN2S. The level of theory is ωB97M-V/def2-TZVPD.

CARTESIAN COORDINATES (ANGSTROEM)
C: 1.429 -1.841 0.116
C: -0.602 -0.436 -0.587
C: 0.301 1.488 1.295
C: -1.743 0.232 -1.169
N: 1.197 -0.658 0.973
N: 0.161 0.062 0.511
S: 0.009 -1.962 -1.119
Br: -1.048 1.912 -2.161
H: 2.327 -1.906 -0.417
H: 1.424 -2.765 0.741
H: 0.165 1.291 2.318
H: -0.289 2.182 0.919
H: 1.390 1.697 0.986
H: -2.315 0.828 -0.469
H: -2.408 -0.124 -1.938

LUMO energy (alpha / beta) (eV): -0.17 / 0.20
Orbital gap (alpha / beta) (eV): 7.247 / 7.021

=====

[2]
This record from the OMol25 dataset describes an isolated ion of composition C4H7BrNO2 and charge -1. The level of theory is ωB97M-V/def2-TZVPD.

CARTESIAN COORDINATES (ANGSTROEM)
C: 0.304 -0.181 -1.993
C: -0.317 0.538 -0.741
Br: -2.250 0.215 -0.783
N: 0.281 -0.094 0.548
C: 0.197 0.856 1.664
C: 0.010 -1.474 0.821
O: -0.495 -2.203 -0.020
O: 0.328 -1.863 1.994
H: 0.101 -1.153 -2.116
H: -0.068 0.473 -2.791
H: 1.422 -0.176 -1.819
H: -0.069 1.636 -0.644
H: 0.917 1.806 1.550
H: -0.795 1.381 1.723
H: 0.435 0.240 2.606

LUMO energy (eV): 3.35
Net charge: -1
Orbital gap (eV): 7.313
SMILES string: C[C@@H](Br)N(C)C(=O)[O-]

=====

[3]
This record from the OMol25 dataset describes an isolated ion of composition C4H7BrNS and charge +1. The level of theory is ωB97M-V/def2-TZVPD.

CARTESIAN COORDINATES (ANGSTROEM)
C: 0.183 1.033 -0.749
N: 0.392 0.104 0.369
C: -0.829 -0.840 0.721
S: -0.555 -2.444 -0.066
C: 1.119 -2.031 -0.387
C: 1.459 -0.807 -0.011
Br: 3.191 -0.019 0.074
H: 0.151 0.467 -1.633
H: -0.782 1.621 -0.509
H: 0.919 1.931 -0.742
H: 0.738 0.679 1.096
H: -0.972 -0.996 1.865
H: -1.797 -0.252 0.266
H: 1.790 -2.848 -0.648

LUMO energy (eV): -3.43
Net charge: +1
Orbital gap (eV): 9.677
SMILES string: C[N@H+]1CSC=C1Br

=====

[4]
This record from the OMol25 dataset describes C4H7CaO3 as an isolated structure. The level of theory is ωB97M-V/def2-TZVPD.

CARTESIAN COORDINATES (ANGSTROEM)
O: 1.931 1.707 -0.152
C: 2.374 0.459 0.176
C: 1.368 -0.609 -0.116
O: 0.121 -0.195 0.384
C: -1.085 -0.775 -0.128
C: -2.198 0.232 0.160
O: -1.840 1.518 -0.233
Ca: 0.023 1.944 -0.028
H: 2.965 0.391 1.109
H: 1.302 -1.236 -1.017
H: -1.266 -1.749 0.351
H: -0.964 -0.919 -1.214
H: -2.430 0.190 1.245
H: -3.103 -0.127 -0.366
H: 2.801 -0.830 -0.171

LUMO energy (alpha / beta) (eV): -0.20 / -0.45
Orbital gap (alpha / beta) (eV): 7.526 / 7.157
2S+1: 2

=====

[5]
This record from the OMol25 dataset describes the molecule C4H7Cl. The level of theory is ωB97M-V/def2-TZVPD.

CARTESIAN COORDINATES (ANGSTROEM)
C: -1.469 0.306 1.323
C: -0.168 0.041 0.622
C: 0.142 0.003 -0.683
C: 1.538 -0.281 -1.189
Cl: -1.114 0.118 -1.859
H: -2.326 0.167 0.631
H: -1.546 1.337 1.685
H: -1.625 -0.366 2.145
H: 0.731 -0.249 1.127
H: 1.950 0.411 -1.945
H: 1.725 -1.276 -1.554
H: 2.161 -0.212 -0.303

LUMO energy (eV): 0.98
Orbital gap (eV): 10.041
SMILES string: C/C=C(/C)Cl

=====

[6]
This record from the OMol25 dataset describes the molecule C4H7Cl. The level of theory is ωB97M-V/def2-TZVPD.

CARTESIAN COORDINATES (ANGSTROEM)
C: 1.689 -0.554 0.094
C: 0.409 0.444 -0.096
C: -0.844 -0.235 -0.025
C: -2.020 0.516 0.006
Cl: -3.519 -0.353 0.012
H: 1.641 -1.528 -0.455
H: 1.922 -0.659 1.249
H: 2.688 -0.043 -0.376
H: 0.340 1.229 0.713
H: 0.600 0.940 -1.114
H: -0.743 -1.466 -0.276
H: -2.164 1.711 0.268

LUMO energy (eV): 1.01
Orbital gap (eV): 9.950
SMILES string: CC/C=C/Cl

=====

[7]
This record from the OMol25 dataset describes C4H7Cl2F as an isolated structure. The level of theory is ωB97M-V/def2-TZVPD.

CARTESIAN COORDINATES (ANGSTROEM)
C: 0.443 0.877 1.236
C: -0.267 -0.022 0.120
C: -0.765 0.722 -1.056
C: 0.529 -1.217 -0.184
H: -0.264 1.448 2.048
H: 0.973 1.674 0.350
H: 1.396 0.119 1.948
H: -1.881 1.206 -0.895
H: 0.005 1.431 -1.573
H: 0.145 -2.154 -0.621
H: 1.428 -0.883 -0.884
F: 1.059 -1.878 0.906
Cl: -1.591 -1.138 1.125
Cl: -1.211 -0.186 -2.521

LUMO energy (eV): 0.38
Orbital gap (eV): 10.982

=====

[8]
This record from the OMol25 dataset describes a 2-piece molecular cluster, C4H7Cl4NO3S overall. The level of theory is ωB97M-V/def2-TZVPD.

CARTESIAN COORDINATES (ANGSTROEM)
C: 2.628 1.690 0.267
C: 1.212 1.305 0.509
C: 0.635 -0.050 0.191
N: 0.451 2.198 1.074
O: -0.661 2.422 0.193
S: -2.126 2.327 0.999
O: -2.169 1.106 1.763
O: -3.066 2.098 -0.338
H: 2.685 2.329 -0.616
H: 2.946 2.309 1.115
H: 3.314 0.847 0.179
H: 1.254 -0.665 -0.464
H: -0.351 0.029 -0.256
H: 0.480 -0.547 1.152
H: -2.531 1.520 -0.917
C: -0.941 -3.785 -0.970
Cl: 0.329 -3.705 -2.200
Cl: -1.641 -2.178 -0.745
Cl: -2.198 -4.911 -1.493
Cl: -0.247 -4.340 0.557

LUMO energy (eV): 0.07
Orbital gap (eV): 9.206

=====

[9]
This record from the OMol25 dataset describes the molecule C4H7ClFN. The level of theory is ωB97M-V/def2-TZVPD.

CARTESIAN COORDINATES (ANGSTROEM)
C: -0.301 -1.760 -0.232
N: 0.907 -0.956 -0.135
C: 0.807 0.468 0.036
C: -0.127 1.182 1.036
F: -0.977 0.465 1.840
C: -0.428 1.249 -0.374
Cl: -0.427 2.765 -1.281
H: 0.005 -2.828 -0.468
H: -0.946 -1.719 0.702
H: -0.962 -1.271 -1.003
H: 1.520 -1.120 -0.933
H: 1.791 0.992 -0.081
H: 0.316 1.985 1.549
H: -1.178 0.548 -0.657

LUMO energy (eV): 0.96
Orbital gap (eV): 9.640
SMILES string: CN[C@@H]1[C@H](F)[C@H]1Cl

=====

[10]
This record from the OMol25 dataset describes a 2-piece molecular cluster, C4H7ClFNO overall. The level of theory is ωB97M-V/def2-TZVPD.

CARTESIAN COORDINATES (ANGSTROEM)
C: 3.940 -2.280 0.019
C: 0.155 1.291 0.710
C: 0.070 0.015 -0.163
C: 1.174 -1.018 0.127
N: 2.557 -0.538 -0.018
O: 3.808 -3.097 -0.735
F: 2.611 -0.138 -1.328
Cl: 4.888 -1.895 1.303
H: 0.726 1.080 1.606
H: 0.612 2.186 0.158
H: -0.864 1.588 0.937
H: -0.050 0.147 -1.253
H: -0.790 -0.502 0.067
H: 1.083 -1.213 1.166
H: 0.926 -1.839 -0.472

LUMO energy (alpha / beta) (eV): -0.09 / -0.12
Orbital gap (alpha / beta) (eV): 8.234 / 8.629

=====

[11]
This record from the OMol25 dataset describes C4H7ClIN5O as an isolated structure. The level of theory is ωB97M-V/def2-TZVPD.

CARTESIAN COORDINATES (ANGSTROEM)
N: -1.911 0.947 -2.690
N: -0.713 0.401 -2.169
C: -0.555 0.212 -0.866
N: 0.671 -0.335 -0.444
C: 0.491 -0.351 0.895
C: 1.690 -0.866 1.719
C: 2.798 -1.521 0.847
O: 2.679 -2.507 0.244
Cl: 4.414 -0.683 0.814
N: -0.720 0.106 1.285
N: -1.377 0.468 0.160
H: -1.629 1.589 -3.439
H: -2.321 1.543 -1.964
H: 0.052 0.141 -2.781
H: 2.152 0.027 2.210
H: 1.298 -1.575 2.484
H: -1.044 0.156 2.245
H: -2.399 0.911 0.124
I: -3.577 1.336 1.323

LUMO energy (eV): 0.21
Orbital gap (eV): 8.344

=====

[12]
This record from the OMol25 dataset describes the molecule C4H7ClN2. The level of theory is ωB97M-V/def2-TZVPD.

CARTESIAN COORDINATES (ANGSTROEM)
C: -0.082 -1.314 0.135
C: 0.733 -0.044 -0.410
C: -2.022 -0.406 -0.641
C: 1.511 0.582 0.766
N: -1.299 -1.331 -0.029
N: -0.196 0.935 -0.970
Cl: -2.985 0.576 0.379
H: 0.461 -2.103 0.518
H: 1.493 -0.349 -1.017
H: -2.462 -0.598 -1.690
H: 2.125 -0.166 1.336
H: 1.004 1.160 1.667
H: 2.167 1.361 0.331
H: -0.449 1.696 -0.375

LUMO energy (alpha / beta) (eV): 0.68 / 0.68
Orbital gap (alpha / beta) (eV): 9.028 / 9.024

=====

[13]
This record from the OMol25 dataset describes the molecule C4H7ClN2. The level of theory is ωB97M-V/def2-TZVPD.

CARTESIAN COORDINATES (ANGSTROEM)
C: 0.212 -0.643 0.005
C: -1.178 0.080 -0.238
C: 1.130 -1.266 0.915
C: -0.609 1.475 0.030
N: 0.194 -0.835 -1.388
N: -0.952 -0.097 -1.606
Cl: -2.648 -0.033 0.687
H: 0.842 -0.295 -2.247
H: 1.883 -0.438 1.171
H: 1.791 -2.007 0.455
H: 0.623 -1.394 1.855
H: 0.471 1.689 -0.448
H: -0.394 1.655 1.100
H: -1.364 2.109 -0.291

LUMO energy (alpha / beta) (eV): 0.30 / 0.15
Orbital gap (alpha / beta) (eV): 8.172 / 7.509

=====

[14]
This record from the OMol25 dataset describes a 2-piece molecular cluster, C4H7ClN2 overall. The level of theory is ωB97M-V/def2-TZVPD.

CARTESIAN COORDINATES (ANGSTROEM)
N: -1.880 2.743 -0.260
C: -2.071 1.556 -0.173
N: -2.261 0.365 -0.332
Cl: -3.547 -0.528 0.345
H: -1.725 3.398 0.501
C: 0.725 0.583 0.496
C: -0.005 -0.544 0.584
C: 0.052 -1.539 -0.604
H: 0.850 1.200 1.494
H: 1.214 1.110 -0.290
H: -0.417 -1.063 1.548
H: -0.698 -2.452 -0.493
H: 0.955 -2.046 -0.782
H: -0.309 -1.082 -1.625

LUMO energy (eV): 0.05
Orbital gap (eV): 9.164
SMILES string: N=C=NCl.C=CC

=====

[15]
This record from the OMol25 dataset describes C4H7ClN2 as an isolated structure. The level of theory is ωB97M-V/def2-TZVPD.

CARTESIAN COORDINATES (ANGSTROEM)
C: -0.763 -0.142 0.190
C: -0.382 -1.583 2.317
C: 0.905 0.607 -2.012
C: 0.045 1.252 -0.944
N: -0.088 -0.796 1.094
N: -1.567 0.092 -0.765
Cl: 0.531 2.729 0.020
H: 0.412 -2.245 2.895
H: -1.428 -2.121 2.347
H: -0.321 -0.764 2.974
H: 0.284 -0.123 -2.570
H: 1.827 0.053 -1.582
H: 1.376 1.282 -2.665
H: -0.830 1.759 -1.298

LUMO energy (eV): -0.94
Orbital gap (eV): 7.591

=====

[16]
This record from the OMol25 dataset describes the molecule C4H7ClN2. The level of theory is ωB97M-V/def2-TZVPD.

CARTESIAN COORDINATES (ANGSTROEM)
C: -1.533 0.551 -0.147
C: 0.892 1.024 1.213
C: 0.863 -0.052 0.162
C: -0.488 -0.387 -0.348
N: -2.350 1.378 -0.132
N: -0.411 -0.893 -1.748
Cl: -1.259 -1.911 0.775
H: 0.152 1.752 0.903
H: 1.800 1.598 1.359
H: 0.538 0.692 2.222
H: 1.343 0.355 -0.734
H: 1.456 -1.020 0.216
H: 0.280 -1.583 -1.808
H: -1.283 -1.504 -1.932

LUMO energy (alpha / beta) (eV): 0.63 / -4.61
Orbital gap (alpha / beta) (eV): 6.972 / 6.411
2S+1: 3

=====

[17]
This record from the OMol25 dataset describes the molecule C4H7ClN2O2. The level of theory is ωB97M-V/def2-TZVPD.

CARTESIAN COORDINATES (ANGSTROEM)
C: -1.200 0.454 -2.100
C: -1.378 -0.417 -1.153
N: -0.096 -0.673 -0.074
C: 0.949 0.383 0.079
C: 1.056 0.971 1.522
Cl: -0.250 2.157 1.972
N: -0.058 -1.785 0.636
O: -1.071 -2.501 0.496
O: 0.917 -1.987 1.275
H: -2.004 0.567 -2.795
H: -0.444 1.170 -2.035
H: -2.038 -1.306 -0.983
H: 1.873 0.067 -0.156
H: 0.507 1.134 -0.573
H: 1.942 1.531 1.652
H: 1.297 0.234 2.236

LUMO energy (eV): 0.67
Orbital gap (eV): 10.660
SMILES string: C=CN(CCCl)[N+](=O)[O-]

=====

[18]
This record from the OMol25 dataset describes the molecule C4H7ClN2O2. The level of theory is ωB97M-V/def2-TZVPD.

CARTESIAN COORDINATES (ANGSTROEM)
C: 2.155 1.011 -0.143
C: 0.697 0.853 -0.007
O: -0.071 1.769 -0.070
N: 0.267 -0.471 0.601
C: -1.173 -0.443 0.659
C: -1.998 -0.361 -0.604
Cl: -3.598 -0.106 -0.075
N: 0.889 -1.687 0.175
O: 1.941 -1.656 -0.476
H: 2.474 2.065 0.000
H: 2.635 0.407 -0.939
H: 2.632 0.694 0.836
H: -1.538 -1.395 1.131
H: -1.603 0.352 1.226
H: -2.028 -1.495 -1.054
H: -1.683 0.464 -1.260

LUMO energy (eV): -0.54
Orbital gap (eV): 9.500
SMILES string: CC(=O)N(CCCl)N=O